[1]
Below is the molecule C5H8N2 at a distorted geometry, with properties calculated with ωB97M-V with the def2-TZVPD basis set.

Structure (XYZ):
```
15
Properties=species:S:1:pos:R:3
N 0.6922 0.1901 2.3642
C -0.1731 0.0431 1.6074
C -1.4513 -0.1057 0.8211
C -1.3215 0.4417 -0.6057
C 0.0056 0.0350 -1.1857
C 0.9797 -0.5701 -0.4755
N 2.3171 -0.1925 -0.6094
H -1.7180 -1.1690 0.7768
H -2.2020 0.4108 1.4241
H -1.3398 1.5463 -0.5757
H -2.1844 0.1579 -1.2198
H 0.2884 0.4500 -2.1428
H 0.8011 -1.3927 0.2072
H 2.9264 -0.6502 0.0549
H 2.3798 0.8053 -0.4411
```

Its SMILES is N#CCC/C=C/N. The HOMO-LUMO gap is 8.95 eV. The energy above the lowest of the compared OMol25 structures with the same formula, charge and spin is 42.4 kcal/mol. The calculation puts the max |F| at 1.1 eV Å⁻¹. The highest occupied orbital energy comes out at -8.04 eV. For the total energy, the calculation gives -8293.1584 eV.



[2]
Below is a cluster of 2 separate species, C2H4O2 in total at a distorted geometry, with properties calculated with ωB97M-V with the def2-TZVPD basis set.

Structure (XYZ):
```
8
Properties=species:S:1:pos:R:3
C 0.4415 -1.8031 -1.0068
O 1.4667 -2.3448 -0.5857
H -0.5364 -2.1295 -0.5797
H 0.4030 -1.0936 -1.8674
C -0.4653 1.8568 1.0058
O -0.0496 0.7680 0.5830
H -0.1864 2.8179 0.5120
H -1.0736 1.9283 1.9388
```

Its SMILES is C=O.C=O. The HOMO-LUMO gap is 10.20 eV. The energy above the lowest of the compared OMol25 structures with the same formula, charge and spin is 58.0 kcal/mol. The calculation puts the max |F| at 3.2 eV Å⁻¹. The highest occupied orbital energy comes out at -9.84 eV. For the total energy, the calculation gives -6231.7917 eV.



[3]
Below is a structure of composition C10H27F6N9O11S2V at a distorted geometry, with properties calculated with ωB97M-V with the def2-TZVPD basis set.

Structure (XYZ):
```
66
Properties=species:S:1:pos:R:3
O -0.3612 -0.6140 0.8920
V -0.0321 0.3972 -0.3078
C -4.1618 0.8215 -0.0744
C -3.1142 1.8842 -0.3910
O -1.7928 1.6089 -0.0054
H -5.1597 1.1447 -0.3935
H -4.3220 0.7547 1.0033
H -4.0772 -0.1658 -0.5249
H -3.4797 2.7691 0.1423
H -3.0988 2.1650 -1.4515
C 1.9381 -2.7670 -2.6431
F 0.9086 -3.5669 -2.8804
F 3.0700 -3.3637 -2.9801
F 1.7708 -1.6618 -3.3416
S 1.9244 -2.3740 -0.7230
O 0.6855 -2.9352 -0.2506
O 3.1434 -2.8856 -0.1448
N 1.7837 -0.5983 -0.6312
S 3.2029 -0.0383 -1.0811
O 4.0448 -0.8153 -1.9584
O 3.0322 1.3019 -1.6071
C 4.3008 0.0807 0.5506
F 5.2122 1.0321 0.4261
F 3.4954 0.2954 1.5650
F 4.9479 -1.0861 0.7383
C -1.6164 -1.5516 -2.5007
O -0.6912 -1.0459 -1.8644
N -2.8409 -1.8104 -2.0191
N -1.5105 -2.0500 -3.7621
H -3.0329 -1.7183 -1.0295
H -3.4105 -2.3836 -2.6067
H -2.2728 -2.5635 -4.1542
H -0.6582 -1.9451 -4.2848
C -2.4968 -3.0946 1.6280
O -3.0660 -2.7826 0.5730
N -1.1762 -3.3971 1.8388
N -3.1261 -3.0728 2.8268
H -0.5201 -3.2501 1.0841
H -0.9509 -3.4888 2.8050
H -4.1139 -2.8868 2.8546
H -2.5908 -3.1764 3.6632
C 0.3172 1.9973 -3.1962
O 0.3754 1.7369 -1.9903
N -0.5728 2.8348 -3.7982
N 1.2548 1.5958 -4.0456
H -1.1739 3.4209 -3.2450
H -0.2840 3.0230 -4.7383
H 1.1635 1.6043 -5.0444
H 2.0607 1.1405 -3.6360
C 1.4320 2.8916 1.2297
O 1.0663 1.7496 0.9649
N 1.8991 3.7617 0.3131
N 1.5508 3.3453 2.4804
H 1.8522 3.5355 -0.6678
H 2.0494 4.7184 0.5738
H 1.9813 4.2166 2.7225
H 1.0388 2.8041 3.1773
C -0.0977 -0.2555 4.1097
C 0.9725 0.7295 4.4418
O 0.4837 2.0462 4.6956
H -0.6531 -0.4737 5.0266
H 0.2567 -1.1859 3.6681
H -0.8610 0.1295 3.4319
H 1.7389 0.7303 3.6602
H 1.5573 0.4456 5.3217
H 0.8044 2.2923 5.5649
```

As for the multiplicity: 2. Its expectation value of S² is 0.7847. The HOMO-LUMO gap (alpha / beta) is 7.79 / 7.80 eV. The energy above the lowest of the compared OMol25 structures with the same formula, charge and spin is 21.1 kcal/mol. The calculation puts the max |F| at 4.7 eV Å⁻¹. The highest occupied orbital energy (alpha / beta) comes out at -7.55 / -7.56 eV. For the total energy, the calculation gives -110407.9933 eV.